The following is a DFT calculation (ωB97M-V/def2-TZVPD) of 8 unconnected molecules or ions with the total composition C33H82O24S5 in a non-equilibrium geometry.

Properties
Highest occupied orbital energy (alpha / beta)   -10.788 / -10.788 eV
2S+1   2
LUMO level (alpha / beta)   -2.527 / -9.006 eV
Total charge   +1

XYZ file:
```
144
C33H82O24S5 | the Open Molecules 2025 dataset | ωB97M-V/def2-TZVPD
O -11.115 -8.170 26.311
S -10.743 -7.129 25.326
O -9.391 -6.740 25.095
O -11.441 -7.427 23.836
C -11.101 -8.665 23.249
C -11.106 -8.594 21.778
C -11.690 -5.572 25.588
H -11.750 -9.434 23.667
H -10.135 -9.045 23.583
H -10.271 -7.956 21.487
H -11.955 -8.084 21.322
H -11.064 -9.592 21.342
H -12.740 -5.824 25.737
H -11.658 -4.921 24.714
H -11.232 -5.138 26.477
O -4.663 -5.658 21.583
S -5.561 -5.536 22.693
O -5.043 -5.356 24.046
O -6.465 -4.178 22.406
C -7.370 -3.830 23.451
C -8.617 -3.312 22.776
C -6.868 -6.894 22.596
H -6.872 -3.041 24.016
H -7.583 -4.554 24.237
H -9.272 -2.692 23.386
H -9.170 -4.226 22.562
H -8.545 -2.718 21.865
H -7.205 -7.021 21.567
H -7.701 -6.685 23.267
H -6.304 -7.723 23.024
O -10.657 -5.689 20.683
S -11.935 -4.955 20.761
O -13.272 -5.581 20.558
O -12.078 -4.221 22.286
C -13.296 -3.612 22.685
C -13.010 -2.438 23.602
C -11.829 -3.448 19.712
H -13.930 -4.391 23.107
H -13.934 -3.391 21.829
H -12.458 -2.752 24.488
H -13.877 -1.827 23.856
H -12.361 -1.704 23.124
H -11.098 -2.795 20.190
H -12.819 -2.996 19.673
H -11.410 -3.659 18.728
O -13.531 -0.438 20.725
S -14.612 0.306 21.316
O -15.810 -0.373 21.815
O -13.987 1.400 22.439
C -12.605 1.764 22.319
C -12.550 3.162 22.935
C -15.222 1.534 20.087
H -12.379 1.737 21.253
H -11.973 0.975 22.726
H -11.656 3.665 22.566
H -12.592 3.157 24.024
H -13.443 3.724 22.664
H -15.407 1.057 19.124
H -14.486 2.324 19.939
H -16.137 1.988 20.467
O -17.350 -6.474 17.527
S -16.297 -5.736 16.823
O -16.278 -5.649 15.375
O -16.243 -4.106 17.379
C -16.558 -3.863 18.712
C -16.075 -2.429 19.073
C -14.673 -6.215 17.498
H -16.029 -4.567 19.355
H -17.643 -3.956 18.771
H -16.018 -2.316 20.155
H -16.666 -1.664 18.570
H -15.030 -2.340 18.776
H -14.086 -5.365 17.151
H -14.318 -7.139 17.040
H -14.662 -6.077 18.579
C -12.784 -0.283 26.272
O -12.228 -0.050 27.564
C -11.475 -1.118 28.150
C -12.091 -2.453 28.454
O -12.810 -2.184 29.688
C -13.987 -3.021 29.794
C -14.619 -2.621 31.209
O -13.894 -3.160 32.287
C -14.112 -4.506 32.721
H -13.642 0.369 26.109
H -13.232 -1.276 26.236
H -11.939 -0.300 25.583
H -11.141 -0.711 29.104
H -10.595 -1.339 27.546
H -11.301 -3.190 28.597
H -12.748 -2.836 27.673
H -13.761 -4.087 29.784
H -14.529 -2.805 28.873
H -15.672 -2.900 31.254
H -14.626 -1.531 31.241
H -15.113 -4.636 33.135
H -13.458 -4.612 33.587
H -13.839 -5.231 31.954
C -14.781 -7.580 23.521
O -15.765 -8.459 22.980
C -16.383 -9.291 23.988
C -15.424 -10.422 24.599
O -14.666 -9.956 25.692
C -13.881 -10.843 26.381
C -13.585 -10.077 27.720
O -14.699 -9.991 28.603
C -14.941 -11.168 29.277
H -15.163 -6.865 24.250
H -14.405 -7.009 22.673
H -14.024 -8.067 24.136
H -17.256 -9.739 23.514
H -16.772 -8.673 24.797
H -14.716 -10.763 23.844
H -16.037 -11.277 24.885
H -12.906 -11.003 25.921
H -14.357 -11.822 26.435
H -13.204 -9.059 27.632
H -12.809 -10.699 28.166
H -14.106 -11.488 29.900
H -15.171 -11.822 28.437
H -15.853 -11.015 29.855
C -10.996 -6.797 17.563
O -11.681 -7.449 16.514
C -11.445 -6.888 15.211
C -9.973 -6.985 14.777
O -9.471 -8.286 14.815
C -8.116 -8.383 14.468
C -7.607 -9.787 14.683
O -7.339 -10.090 16.066
C -8.483 -10.224 16.939
H -11.433 -7.016 18.537
H -11.092 -5.714 17.475
H -9.928 -6.999 17.637
H -11.851 -5.891 15.039
H -12.111 -7.472 14.575
H -9.467 -6.323 15.480
H -9.742 -6.444 13.860
H -7.557 -7.658 15.059
H -7.936 -8.105 13.430
H -6.673 -9.900 14.132
H -8.320 -10.490 14.253
H -9.120 -10.937 16.414
H -9.068 -9.320 17.109
H -8.249 -10.646 17.916
```

Mulliken atomic charge list, values in e, 8 entries:
1. O -0.61
2. S 1.03
3. O -0.57
4. O 0.19
5. C -0.19
6. C -1.04
7. C -0.52
8. H -0.08

The following is a DFT calculation (ωB97M-V/def2-TZVPD) of 2 unconnected molecules or ions with the total composition C2H8NS in a non-equilibrium geometry.

Properties
Highest occupied orbital energy   -2.274 eV
Relative energy (zero: lowest compared OMol25 entry of this formula, charge and spin)   120.17 kJ/mol
LUMO level   4.488 eV
Total charge   -1

XYZ file:
```
12
C2H8NS | the Open Molecules 2025 dataset | ωB97M-V/def2-TZVPD
N 1.619 0.588 -3.073
H 1.364 0.507 -2.079
H 1.362 1.520 -3.244
H 0.879 0.050 -3.697
C -1.242 0.150 1.954
C -0.193 -0.662 1.223
S 0.746 0.169 0.001
H -1.887 0.679 1.192
H -0.584 0.500 2.682
H -1.818 -0.663 2.477
H -0.715 -1.563 0.692
H 0.469 -1.274 1.870
```

Mulliken atomic charge list, values in e, 8 entries:
1. N -0.73
2. H 0.23
3. H 0.21
4. H 0.21
5. C -0.91
6. C -0.55
7. S -0.68
8. H 0.29

The following is a DFT calculation (ωB97M-V/def2-TZVPD) of a gas-phase ion, C2HCl2N2O (charge +1) in a non-equilibrium geometry.

Properties
Highest occupied orbital energy   -16.820 eV
SMILES string   N#[N+]C(=O)C(Cl)Cl
Relative energy (zero: lowest compared OMol25 entry of this formula, charge and spin)   126.68 kJ/mol
LUMO level   -6.565 eV
Total charge   +1

XYZ file:
```
8
C2HCl2N2O | the Open Molecules 2025 dataset | ωB97M-V/def2-TZVPD
N -0.490 -0.552 -2.524
N -0.191 -0.391 -1.501
C 0.137 -0.711 0.110
O 0.598 -1.770 0.218
C -0.093 0.556 0.907
Cl -1.282 1.621 -0.117
Cl 1.657 1.014 0.935
H -0.336 0.234 1.971
```

Now the Mulliken charges, all in e:
1. N -0.01
2. N 0.30
3. C 0.44
4. O -0.19
5. C 0.13
6. Cl -0.07
7. Cl 0.01
8. H 0.39

The following is a DFT calculation (ωB97M-V/def2-TZVPD) of 7 unconnected molecules or ions with the total composition C28H46BrN2O25PS in a non-equilibrium geometry.

Properties
Highest occupied orbital energy   -8.825 eV
SMILES string   CS(=O)(=O)N1C(=O)c2c(O)c(COO)c([PH2]=N)c(Br)c2C1=O.COC(=O)OC.COC(=O)OC.COC(=O)OC.COC(=O)OC.COC(=O)OC.COC(=O)OC
Relative energy (zero: lowest compared OMol25 entry of this formula, charge and spin)   0.00 kJ/mol
LUMO level   -1.571 eV

XYZ file:
```
104
C28H46BrN2O25PS | the Open Molecules 2025 dataset | ωB97M-V/def2-TZVPD
C -0.504 -5.051 1.578
S 0.077 -3.654 0.529
O 1.507 -3.493 0.821
O -0.023 -4.102 -0.862
N -0.829 -2.216 0.817
C -0.378 -1.031 0.065
O -0.759 -0.631 -0.982
C 0.677 -0.398 1.000
C 1.704 0.601 0.770
O 1.841 1.128 -0.504
C 2.548 1.043 1.894
C 3.627 2.165 1.632
O 2.900 3.342 1.171
O 1.902 3.574 2.078
C 2.399 0.483 3.256
P 3.438 1.013 4.714
N 4.994 1.166 4.429
C 1.344 -0.544 3.509
Br 0.987 -1.352 5.232
C 0.538 -0.922 2.379
C -0.661 -1.903 2.235
O -1.305 -2.249 3.179
H -1.183 -5.736 1.005
H -1.106 -4.692 2.460
H 0.395 -5.567 1.994
H 1.017 1.625 -0.669
H 4.152 2.483 2.565
H 4.333 1.898 0.812
H 1.042 3.690 1.630
H 3.303 0.031 5.750
H 2.826 2.223 5.197
H 5.147 0.941 3.442
C 3.477 -2.345 -1.398
O 4.619 -1.581 -0.999
C 5.770 -2.259 -1.024
O 5.909 -3.410 -1.344
O 6.747 -1.429 -0.630
C 8.044 -2.023 -0.608
H 2.607 -1.694 -1.337
H 3.583 -2.686 -2.429
H 3.325 -3.189 -0.727
H 8.334 -2.352 -1.606
H 8.074 -2.856 0.096
H 8.748 -1.262 -0.275
C 8.393 6.153 4.658
O 7.074 6.666 4.471
C 6.338 5.976 3.591
O 6.696 5.004 2.979
O 5.136 6.557 3.511
C 4.242 5.916 2.601
H 8.892 6.789 5.388
H 8.358 5.136 5.049
H 8.955 6.188 3.724
H 4.051 4.893 2.922
H 4.638 5.937 1.585
H 3.300 6.463 2.615
C -2.455 -9.785 -1.621
O -3.220 -10.422 -0.597
C -3.473 -9.645 0.461
O -3.117 -8.503 0.602
O -4.189 -10.359 1.336
C -4.536 -9.650 2.526
H -2.314 -10.508 -2.423
H -2.989 -8.923 -2.021
H -1.476 -9.489 -1.243
H -5.153 -8.782 2.291
H -3.639 -9.349 3.069
H -5.112 -10.325 3.155
C -1.331 7.348 -1.643
O -1.826 7.698 -0.350
C -1.482 6.846 0.619
O -0.815 5.851 0.482
O -2.006 7.289 1.766
C -1.716 6.469 2.898
H -1.673 8.109 -2.342
H -0.241 7.336 -1.647
H -1.728 6.383 -1.958
H -0.641 6.422 3.075
H -2.129 5.468 2.764
H -2.191 6.926 3.764
C -3.484 0.646 -7.459
O -2.599 -0.254 -6.793
C -2.832 -0.383 -5.482
O -3.695 0.183 -4.859
O -1.944 -1.245 -4.986
C -2.076 -1.482 -3.581
H -3.200 0.669 -8.510
H -4.515 0.299 -7.385
H -3.387 1.653 -7.051
H -3.052 -1.914 -3.355
H -1.924 -0.562 -3.021
H -1.306 -2.194 -3.291
C -10.445 0.743 -3.782
O -9.298 1.503 -3.405
C -8.150 0.811 -3.428
O -8.031 -0.349 -3.729
O -7.165 1.632 -3.058
C -5.869 1.024 -3.036
H -11.309 1.403 -3.726
H -10.349 0.382 -4.806
H -10.599 -0.089 -3.094
H -5.591 0.676 -4.026
H -5.842 0.204 -2.317
H -5.153 1.782 -2.723
```

Mulliken atomic charge list, values in e, 8 entries:
1. C -1.02
2. S 1.50
3. O -0.63
4. O -0.73
5. N 0.02
6. C -0.47
7. O -0.47
8. C 1.06

Calculated values (eV) of electronic energy for the records, taken in order: -138846.3726, -14528.8479, -32152.4630, -174108.7876.